Entry 1:
DFT (ωB97M-V/def2-TZVPD) results for a 2-piece molecular cluster, C3N4O4 overall in a non-equilibrium geometry.

```
11
Properties=species:S:1:pos:R:3
O 1.97 -0.47 -1.20
O 1.69 -0.03 0.88
O -1.57 -1.19 1.31
O 0.40 -2.25 1.09
N 1.41 0.05 -0.28
N -1.02 1.14 -2.78
N -0.56 -1.66 1.27
N -1.33 1.54 1.44
C -0.63 1.26 0.53
C -0.48 0.96 -1.79
C 0.12 0.64 -0.48
```

## Properties
- LUMO (spin up / spin down) (eV) = -3.467 / -3.647
- electronic energy (eV) = -17250.2157
- spin multiplicity = 1
- maximum force (hartree/bohr) = 0.075
- gap between HOMO and LUMO (spin up / spin down) (eV) = 5.62 / 5.33
- total charge = 0

Results of the Löwdin charge analysis, in e, for atoms 1 through 6: 0.09, 0.03, 0.38, 0.38, -0.46, 0.15


Entry 2:
DFT (ωB97M-V/def2-TZVPD) results for C19H48O4P2SSiTi as an isolated structure in a non-equilibrium geometry.

```
76
Properties=species:S:1:pos:R:3
Ti 0.97 -1.51 -2.27
S -0.49 -1.08 -0.66
P -0.07 -3.32 -0.89
P 1.42 0.19 -3.85
Si -0.57 0.22 1.55
O 0.68 -0.19 2.51
O 1.39 0.45 0.24
O -1.99 -0.28 2.21
O -0.74 1.75 1.42
C -3.69 1.43 2.57
C 1.20 -0.32 -0.70
C -3.52 0.11 0.33
C -0.19 2.71 -0.72
C -0.75 3.04 0.65
C 2.55 1.48 2.62
C 2.19 0.00 2.70
C 2.92 -0.27 -4.77
C 0.15 4.04 1.37
C 1.73 1.86 -3.26
C -4.29 -1.00 2.45
C 3.08 -0.86 1.76
C -2.16 3.58 0.53
C -0.51 -2.94 0.90
C 1.04 -4.72 -0.71
C -3.43 0.11 1.85
C 0.14 0.35 -5.11
C -1.61 -3.95 -1.58
C 2.51 -0.52 4.11
H -0.05 -0.62 -5.58
H 0.86 2.46 -0.61
H 2.03 2.09 3.37
H -0.80 0.69 -4.65
H 4.11 -2.21 -2.07
H -1.40 -4.33 -2.59
H 1.34 -5.04 -1.70
H -1.98 -4.78 -0.94
H -0.67 -0.83 -2.24
H 2.37 1.90 1.63
H -0.28 3.62 -1.31
H 3.79 -0.25 -4.11
H -2.38 -3.18 -1.65
H 3.57 -0.35 4.25
H -3.76 1.29 3.66
H 0.37 -2.63 1.45
H -2.10 4.44 -0.13
H 3.88 -2.75 -1.61
H 2.33 -1.59 4.20
H -4.06 -1.97 2.02
H -1.25 -2.03 0.95
H 2.78 -1.91 1.70
H 0.47 1.08 -5.86
H -1.06 -3.74 1.33
H -5.31 -0.71 2.19
H -4.61 1.84 2.17
H -2.54 3.94 1.49
H 0.12 4.95 0.77
H 3.62 1.56 2.79
H -2.86 2.14 2.43
H 0.87 2.22 -2.68
H 3.06 0.44 -5.59
H 0.51 -5.52 -0.20
H -2.87 2.87 0.07
H -0.76 1.91 -1.18
H 2.82 -1.29 -5.18
H -2.80 0.79 -0.15
H 1.92 -4.43 -0.13
H -4.53 0.43 0.07
H 4.10 -0.81 2.15
H -0.22 4.25 2.37
H 1.19 3.72 1.42
H 3.25 -0.49 0.75
H 1.98 0.03 4.90
H 2.61 1.87 -2.60
H -4.20 -1.04 3.54
H -3.33 -0.89 -0.07
H 1.90 2.52 -4.11
```

## Properties
- LUMO (spin up / spin down) (eV) = -7.500 / -7.337
- electronic energy (eV) = -89059.7443
- spin multiplicity = 1
- maximum force (hartree/bohr) = 0.082
- gap between HOMO and LUMO (spin up / spin down) (eV) = 7.07 / 6.86
- total charge = +2

Results of the Löwdin charge analysis, in e, for atoms 1 through 6: 0.42, 0.69, 0.58, 0.72, 0.25, -0.09


Entry 3:
DFT (ωB97M-V/def2-TZVPD) results for a 2-piece molecular cluster, C8H18OP overall in a non-equilibrium geometry.

```
28
Properties=species:S:1:pos:R:3
P -1.15 0.23 0.29
O 2.06 -0.11 -1.39
C 1.64 -1.15 -0.82
C 1.28 -1.93 0.40
C -2.46 -1.06 0.72
C -1.94 1.85 0.85
C 2.60 1.55 0.39
C 1.88 1.19 -0.88
C -1.50 0.20 -1.52
C 1.84 -2.58 -0.88
H 1.38 -3.26 -1.46
H 0.84 1.40 -0.79
H 3.68 1.63 0.40
H -0.65 0.72 -2.10
H 2.90 -2.76 -0.97
H -2.99 1.64 1.08
H -2.41 0.75 -1.76
H -1.46 2.34 1.75
H 0.33 -2.32 0.43
H -1.56 -0.85 -1.81
H -1.83 2.54 -0.01
H 2.37 0.66 1.02
H -2.67 -1.00 1.79
H 1.93 -2.04 1.28
H -3.37 -0.91 0.11
H 2.13 2.31 0.95
H 2.42 1.69 -1.73
H -1.99 -2.05 0.51
```

## Properties
- LUMO (eV) = -5.108
- electronic energy (eV) = -19913.4172
- spin multiplicity = 1
- maximum force (hartree/bohr) = 0.086
- gap between HOMO and LUMO (eV) = 6.85
- total charge = +1

Results of the Löwdin charge analysis, in e, for atoms 1 through 6: 0.81, 0.12, -0.16, 0.01, -0.28, -0.28


Entry 4:
DFT (ωB97M-V/def2-TZVPD) results for a 2-piece molecular cluster, C2H3FN2O2 overall in a non-equilibrium geometry.

```
10
Properties=species:S:1:pos:R:3
F 1.02 0.55 -3.93
O -1.08 -1.74 1.91
O -0.28 -0.37 0.33
N 0.20 2.29 -1.20
N -0.06 1.09 -3.27
C 0.14 1.58 -2.17
C -0.28 -1.39 0.92
H 0.27 -2.21 0.64
H -1.70 -1.03 2.21
H 0.19 2.09 -0.16
```

## Properties
- SMILES = N=C=NF.O=CO
- LUMO (eV) = 0.432
- electronic energy (eV) = -11911.7943
- spin multiplicity = 1
- maximum force (hartree/bohr) = 0.056
- gap between HOMO and LUMO (eV) = 10.37
- total charge = 0

Results of the Löwdin charge analysis, in e, for atoms 1 through 6: -0.08, 0.09, 0.08, 0.18, 0.04, -0.28


Entry 5:
DFT (ωB97M-V/def2-TZVPD) results for C24H19BClCoF4N4O2 as an isolated structure in a non-equilibrium geometry.

```
56
Properties=species:S:1:pos:R:3
Co 0.46 -0.78 -0.65
Cl -3.72 0.39 -2.05
F 1.97 -0.26 -2.34
F 4.06 -1.24 -2.13
F 2.16 -2.09 -1.11
F 2.43 -2.26 -3.42
O -1.18 -0.11 -0.05
O -0.38 1.03 -1.73
N 1.52 0.30 0.61
N 0.06 3.81 0.64
N -0.46 -1.89 -1.92
N -1.66 4.83 -0.64
C -1.78 -3.63 -3.57
C -0.43 -4.50 2.03
C -2.66 1.47 -1.10
C 0.65 -2.35 1.85
C 3.64 1.00 1.42
C -1.84 4.73 1.73
C -0.62 4.06 1.77
C -0.65 -1.57 -3.20
C -0.84 -4.41 0.72
C 0.94 1.11 1.48
C -0.49 4.21 -0.50
C 2.86 0.25 0.56
C 0.32 -3.48 2.60
C -0.88 -3.08 -1.43
C -1.32 0.79 -0.97
C 0.95 2.80 3.31
C -1.56 -3.97 -2.25
C -0.04 3.66 3.06
C 1.65 1.92 2.36
C -1.31 -2.42 -4.06
C 0.24 -2.24 0.53
C -0.51 -3.28 -0.03
C 3.03 1.83 2.33
C -2.32 5.09 0.48
B 2.72 -1.49 -2.32
H -0.14 1.10 1.50
H -2.56 2.41 -1.63
H -3.13 1.61 -0.13
H 0.64 -3.55 3.63
H -1.89 -4.92 -1.85
H 0.06 3.98 -1.40
H 1.28 2.72 4.34
H -3.27 5.61 0.38
H -1.41 -5.21 0.27
H -1.45 -2.14 -5.09
H -2.39 4.95 2.63
H 4.72 0.92 1.35
H -0.25 -0.62 -3.51
H 3.31 -0.42 -0.16
H 1.24 -1.57 2.33
H -0.68 -5.38 2.62
H -2.30 -4.32 -4.22
H 3.63 2.43 3.01
H -0.47 4.17 3.92
```

## Properties
- LUMO (eV) = -0.595
- electronic energy (eV) = -96954.8612
- spin multiplicity = 1
- maximum force (hartree/bohr) = 0.022
- gap between HOMO and LUMO (eV) = 8.13
- total charge = 0

Results of the Löwdin charge analysis, in e, for atoms 1 through 6: 0.62, 0.61, 0.08, 0.15, 0.08, 0.17


Entry 6:
DFT (ωB97M-V/def2-TZVPD) results for C20H56CrF6O23S2 as an isolated structure in a non-equilibrium geometry.

```
108
Properties=species:S:1:pos:R:3
Cr -2.22 -1.45 -1.12
S -3.63 1.74 -1.52
S 0.09 0.17 1.24
F -1.63 1.79 2.58
F -1.49 2.92 -2.70
F -2.83 4.36 -1.85
F -1.67 -0.30 3.19
F -1.50 3.17 -0.55
F -0.07 1.04 3.89
O 1.67 0.79 -2.68
O -1.48 -3.53 -1.03
O 0.90 1.36 0.93
O -0.51 -5.50 0.87
O -5.14 3.71 1.41
O 3.46 2.01 1.21
O -4.23 1.88 -0.21
O 4.88 -1.54 -2.96
O 1.36 -3.29 2.84
O -4.57 -1.89 -1.15
O 3.83 -2.92 -0.60
O 0.91 -1.01 1.72
O 0.08 -3.45 5.37
O -0.87 -0.20 0.15
O 4.98 -3.39 1.90
O -2.76 -1.83 1.06
O -4.59 1.94 -2.60
O -2.77 -2.17 -3.18
O -2.83 0.45 -1.67
O 1.84 3.79 -3.88
O -0.47 -0.99 -2.48
O 1.65 3.06 -0.99
O 1.64 5.47 2.23
C 3.78 -2.89 2.51
C 0.20 -5.10 -0.34
C 2.53 -3.76 2.19
C -0.38 -2.15 5.57
C -0.91 0.72 2.89
C -0.82 -1.04 -3.84
C -4.14 -1.46 1.28
C 2.81 3.62 -0.55
C 0.61 4.51 2.48
C -2.30 3.15 -1.64
C -1.73 -2.19 -4.17
C -0.15 -3.66 -0.70
C 4.72 -0.93 -1.71
C 2.23 1.32 -3.81
C -3.95 4.43 1.64
C -4.97 -2.22 0.24
C 3.48 -1.57 -0.96
C 3.85 2.62 0.01
C 1.44 2.57 -4.43
C -4.19 5.60 2.71
H 0.40 3.83 1.66
H -4.49 -1.67 2.29
H 0.31 -0.45 -2.42
H 3.94 -3.39 -1.43
H -6.03 -1.97 0.35
H 1.67 2.58 -5.50
H 2.59 4.24 0.31
H 1.28 -5.21 -0.23
H 1.24 -2.41 2.50
H -0.05 -5.74 -1.19
H 3.93 -2.87 3.59
H -4.23 -0.40 1.04
H -1.27 -2.01 4.96
H -5.29 -2.16 -1.73
H -3.48 4.91 0.78
H 2.32 -3.69 1.12
H -3.21 5.89 3.09
H -2.21 -2.00 -5.13
H 3.77 -1.86 2.17
H -0.55 -6.46 0.84
H -4.89 -3.29 0.44
H 1.67 1.44 -1.97
H -2.58 -2.49 1.73
H 0.40 -3.39 -1.59
H 4.02 1.84 -0.73
H 3.27 1.62 -3.68
H -0.27 5.11 2.71
H 2.53 1.76 1.14
H 0.37 -1.42 5.24
H 1.14 2.71 -0.25
H -3.61 -2.53 -3.47
H -4.64 6.52 2.33
H -1.22 -3.15 -4.20
H 0.95 3.87 3.30
H 0.14 -2.90 0.04
H 5.52 -1.11 -0.99
H 0.37 2.38 -4.33
H 1.77 3.74 -2.93
H 2.69 -4.77 2.55
H -1.63 -4.28 -1.61
H -4.89 2.84 1.09
H 5.62 -1.04 -3.31
H 2.30 0.53 -4.55
H 0.06 -0.95 -4.49
H 4.67 0.15 -1.81
H 0.29 -3.52 4.44
H 4.76 -3.36 0.97
H -1.39 -0.12 -3.96
H 4.83 3.10 0.10
H 2.41 5.07 2.65
H 3.22 -1.01 -0.06
H -3.18 3.77 2.03
H -4.76 5.21 3.55
H -0.53 -1.94 6.63
H 3.24 4.30 -1.28
H 2.57 -1.62 -1.55
```

## Properties
- LUMO (spin up / spin down) (eV) = -1.040 / -1.040
- electronic energy (eV) = -135134.2951
- spin multiplicity = 5
- maximum force (hartree/bohr) = 0.077
- ⟨S²⟩ = 6.004
- gap between HOMO and LUMO (spin up / spin down) (eV) = 8.15 / 8.15
- total charge = 0

Results of the Löwdin charge analysis, in e, for atoms 1 through 6: 0.87, 0.63, 0.71, 0.14, 0.10, 0.15


Entry 7:
DFT (ωB97M-V/def2-TZVPD) results for C37H44BN9OSTi as an isolated structure in a non-equilibrium geometry.

```
94
Properties=species:S:1:pos:R:3
Ti 0.29 -0.06 1.19
S -4.00 2.04 0.37
O -1.33 0.24 2.02
N 2.18 2.25 2.34
N 3.02 -0.02 1.64
N -5.24 -0.23 1.18
N 0.90 1.83 2.55
N -2.76 0.00 3.77
N -3.37 -0.60 0.12
N 1.02 1.67 -0.15
N 2.39 -0.87 0.79
N 2.37 1.67 -0.06
C -4.53 -0.67 -3.49
C -6.29 0.46 1.87
C -0.87 -1.42 -3.00
C -3.24 -0.64 -3.00
C -4.88 -1.53 -4.53
C 2.73 -2.16 -5.22
C 2.75 -2.04 -3.84
C 3.67 4.21 2.80
C -0.63 -1.28 3.71
C 0.27 -1.75 2.55
C 3.90 -0.69 2.41
C 2.89 -2.08 1.01
C -2.61 -2.36 -4.54
C -0.69 2.14 -1.88
C -1.16 2.80 3.59
C -1.61 -0.33 3.10
C 1.59 -1.79 -3.13
C 0.35 -1.74 -5.19
C -4.18 0.39 0.54
C 2.93 1.92 -1.26
C 0.72 1.95 -1.42
C 0.33 -1.68 -3.77
C 3.85 -2.02 2.03
C 0.28 2.81 3.21
C -5.03 -1.60 1.16
C -0.49 -0.87 -0.45
C -0.69 -1.10 -1.65
C -3.87 -1.82 0.51
C 2.45 -3.28 0.24
C 4.40 1.95 -1.49
C 4.69 -0.03 3.49
C -3.91 -2.39 -5.03
C 1.90 2.11 -2.16
C 1.53 -1.98 -5.88
C -2.22 -1.46 -3.53
C 2.37 3.47 2.86
C 1.18 3.87 3.44
B 3.04 1.50 1.32
H -3.36 0.60 3.22
H -4.17 -3.10 -5.81
H 4.47 3.58 3.20
H 4.16 1.92 1.31
H 4.04 0.60 4.09
H 2.75 -4.19 0.76
H 4.43 -2.83 2.43
H -3.35 -2.74 0.29
H 5.14 -0.79 4.13
H 4.86 1.01 -1.16
H 5.48 0.60 3.07
H 1.36 -3.27 0.12
H -7.27 0.23 1.44
H 3.60 5.12 3.39
H 2.90 -3.28 -0.75
H 3.64 -2.35 -5.78
H -6.30 0.17 2.93
H 3.93 4.47 1.78
H 1.50 -2.01 -6.97
H -1.15 -2.08 4.24
H -0.55 -1.55 -5.75
H -0.03 -0.74 4.45
H -1.39 2.01 4.29
H 1.21 -2.11 2.96
H -5.74 -2.28 1.61
H -1.37 2.00 -1.05
H -3.24 -0.78 4.18
H -5.28 -0.01 -3.07
H 4.60 2.08 -2.55
H -1.78 2.66 2.70
H 0.98 4.79 3.95
H 1.62 -1.65 -2.06
H -5.89 -1.55 -4.93
H -0.21 -2.61 2.08
H 3.69 -2.13 -3.30
H 1.99 2.32 -3.21
H -1.42 3.76 4.04
H -0.82 3.15 -2.28
H -3.01 0.05 -2.20
H -1.89 -3.07 -4.91
H -6.09 1.52 1.79
H -0.92 1.43 -2.67
H -2.39 -0.52 -0.26
H 4.87 2.77 -0.93
```

## Properties
- LUMO (spin up / spin down) (eV) = 2.132 / 2.126
- electronic energy (eV) = -89172.6283
- spin multiplicity = 2
- maximum force (hartree/bohr) = 0.070
- ⟨S²⟩ = 0.759
- gap between HOMO and LUMO (spin up / spin down) (eV) = 4.51 / 4.52
- total charge = -1

Results of the Löwdin charge analysis, in e, for atoms 1 through 6: 0.88, 0.57, -0.13, 0.02, 0.01, -0.15


Entry 8:
DFT (ωB97M-V/def2-TZVPD) results for a 3-piece molecular cluster, C5H8 overall.

```
13
Properties=species:S:1:pos:R:3
C -1.38 -0.98 0.76
C -1.22 0.36 0.03
C 2.04 0.19 -0.47
C 0.01 -0.83 0.43
C 1.23 -0.73 0.16
H -1.93 -1.75 0.22
H -1.73 0.39 -0.93
H 0.93 1.17 -0.79
H -1.64 -0.93 1.82
H -1.44 1.22 0.67
H 2.42 -0.04 -1.46
H 0.03 1.12 -0.60
H 2.70 0.81 0.14
```

## Properties
- LUMO (eV) = 1.086
- electronic energy (eV) = -5308.5398
- spin multiplicity = 1
- maximum force (hartree/bohr) = 0.008
- gap between HOMO and LUMO (eV) = 9.90
- total charge = 0

Results of the Löwdin charge analysis, in e, for atoms 1 through 6: -0.17, -0.14, -0.10, -0.18, -0.13, 0.11


Entry 9:
DFT (ωB97M-V/def2-TZVPD) results for C3H2O2Tm as an isolated structure in a non-equilibrium geometry.

```
8
Properties=species:S:1:pos:R:3
Tm -0.66 -1.00 2.16
O -1.06 0.59 -0.88
O 1.09 0.08 -0.63
C 0.95 0.83 -1.77
C -0.15 0.03 0.00
C -0.36 1.10 -1.94
H 1.38 0.45 -2.73
H -0.85 1.84 -2.57
```

## Properties
- LUMO (spin up / spin down) (eV) = -10.823 / -11.019
- electronic energy (eV) = -36743.5655
- spin multiplicity = 4
- maximum force (hartree/bohr) = 0.071
- ⟨S²⟩ = 3.755
- gap between HOMO and LUMO (spin up / spin down) (eV) = 5.76 / 7.08
- total charge = +2

Results of the Löwdin charge analysis, in e, for atoms 1 through 6: 1.84, 0.02, 0.02, -0.03, -0.22, 0.01


Entry 10:
DFT (ωB97M-V/def2-TZVPD) results for a 2-piece molecular cluster, CFIO overall in a non-equilibrium geometry.

```
4
Properties=species:S:1:pos:R:3
I 4.32 -0.04 0.00
F 0.75 0.83 0.19
O -0.78 -0.83 0.14
C -0.31 0.18 -0.21
```

## Properties
- LUMO (spin up / spin down) (eV) = -1.387 / -3.379
- electronic energy (eV) = -13899.8004
- spin multiplicity = 1
- maximum force (hartree/bohr) = 0.028
- gap between HOMO and LUMO (spin up / spin down) (eV) = 9.03 / 6.68
- total charge = 0

Want to see where the charge sits? The Löwdin charges in e are: 0.02, 0.08, 0.15, -0.25


Entry 11:
DFT (ωB97M-V/def2-TZVPD) results for one molecule with the formula C3H4NOP in a non-equilibrium geometry.

```
10
Properties=species:S:1:pos:R:3
P 1.78 0.94 0.25
O 1.14 2.21 0.05
N 1.00 -1.54 -2.14
C 0.81 -1.22 -1.07
C 0.33 -0.26 0.46
C -1.16 0.08 0.34
H -1.81 -0.66 -0.04
H -1.46 0.54 1.28
H 0.56 -0.93 1.30
H -1.19 0.84 -0.43
```

## Properties
- SMILES = C[C@@H](C#N)P=O
- LUMO (eV) = -0.984
- electronic energy (eV) = -15999.9684
- spin multiplicity = 1
- maximum force (hartree/bohr) = 0.119
- gap between HOMO and LUMO (eV) = 9.25
- total charge = 0

Results of the Löwdin charge analysis, in e, for atoms 1 through 6: 0.87, -0.45, 0.07, -0.23, -0.41, -0.13


Entry 12:
DFT (ωB97M-V/def2-TZVPD) results for C6H8S2 as an isolated structure in a non-equilibrium geometry.

```
16
Properties=species:S:1:pos:R:3
S 2.94 0.53 -0.61
S -0.35 1.89 -0.55
C -0.90 0.06 0.97
C -0.32 -0.65 -1.27
C 1.62 -0.26 0.41
C -1.63 -0.45 -1.16
C 0.19 0.08 -0.14
C -1.76 0.68 -0.09
H 1.56 0.26 1.31
H -2.87 0.87 0.28
H 4.11 0.64 0.25
H 1.70 -1.29 0.73
H -2.75 -0.86 -1.44
H -1.30 -0.98 1.40
H -0.47 1.00 1.68
H 0.23 -1.52 -1.77
```

## Properties
- LUMO (eV) = 0.524
- electronic energy (eV) = -28017.4872
- spin multiplicity = 1
- maximum force (hartree/bohr) = 0.095
- gap between HOMO and LUMO (eV) = 9.00
- total charge = 0

Results of the Löwdin charge analysis, in e, for atoms 1 through 6: 0.64, 0.86, -0.24, -0.16, -0.51, -0.13